1 | Molecular formula: C4H12N2O
Method: DFT, ωB97M-V with the def2-TZVPD basis set

SMILES string: NC[C@H](N)CCO
molecular weight: 104.153 g mol⁻¹
LUMO: 1.0 eV

The geometry in ORCA input format:
```
! wB97M-V def2-TZVPD RIJCOSX def2/J DEFGRID3
* xyz 0 1
N 2.249 -1.566 -0.304
C 1.218 -0.718 -0.982
C 0.170 -0.249 0.008
N -0.806 -1.264 0.301
C -0.432 1.134 -0.367
C -1.008 1.933 0.773
O -2.240 1.399 1.269
H 2.722 -2.121 -1.007
H 1.758 -2.215 0.229
H 1.748 0.155 -1.359
H 0.758 -1.324 -1.769
H 0.703 -0.036 0.930
H -1.803 -1.198 0.269
H -0.489 -1.935 0.976
H -1.150 0.920 -1.154
H 0.413 1.667 -0.808
H -0.264 1.987 1.575
H -1.254 2.946 0.450
H -2.296 0.483 0.970
*
```



2 | Molecular formula: C4H12N2O
Method: DFT, ωB97M-V with the def2-TZVPD basis set

SMILES string: [H]/N=C\C.C=N.CO
molecular weight: 104.153 g mol⁻¹
LUMO: 0.6 eV

The geometry in ORCA input format:
```
! wB97M-V def2-TZVPD RIJCOSX def2/J DEFGRID3
* xyz 0 1
H 1.814 0.484 2.103
N 0.828 0.276 1.938
C 0.586 -0.674 1.163
C 1.514 -1.635 0.494
H -0.547 -0.852 0.919
H 1.278 -2.650 0.808
H 1.384 -1.570 -0.583
H 2.553 -1.420 0.744
C -2.368 -0.190 -0.861
N -2.160 -1.005 0.107
H -2.595 -0.490 -1.888
H -2.597 0.838 -0.593
H -2.153 -1.988 -0.167
C 0.579 2.138 -0.668
O 0.424 0.813 -1.119
H -0.281 2.758 -0.945
H 0.709 2.178 0.419
H 1.469 2.543 -1.148
H -0.437 0.445 -0.723
*
```



3 | Molecular formula: C4H12N2O
Method: DFT, ωB97M-V with the def2-TZVPD basis set

SMILES string: C[C@@H](O)[C@@H](N)CN
molecular weight: 104.153 g mol⁻¹
LUMO: 0.9 eV

The geometry in ORCA input format:
```
! wB97M-V def2-TZVPD RIJCOSX def2/J DEFGRID3
* xyz 0 1
C 1.553 0.748 1.475
C 0.552 1.143 0.392
O 1.318 1.096 -0.851
C -0.590 0.117 0.112
N -1.680 0.792 -0.588
C -0.277 -1.261 -0.562
N -0.958 -2.455 0.162
H 1.891 -0.270 1.502
H 2.517 1.304 1.237
H 1.014 0.929 2.438
H 0.111 2.164 0.600
H 1.068 1.894 -1.315
H -0.975 -0.036 1.151
H -2.506 0.357 -0.759
H -1.367 0.825 -1.570
H 0.837 -1.465 -0.553
H -0.518 -1.355 -1.707
H -0.336 -2.877 0.806
H -1.230 -3.080 -0.539
*
```



Which of them is the most stable? Correct choice: 1.



1 | Molecular formula: C4H12N2O
Method: DFT, ωB97M-V with the def2-TZVPD basis set

SMILES string: [H]/N=C\C.NCCO
molecular weight: 104.153 g mol⁻¹
LUMO: 0.9 eV

The geometry in ORCA input format:
```
! wB97M-V def2-TZVPD RIJCOSX def2/J DEFGRID3
* xyz 0 1
H -2.243 -0.665 0.480
N -1.580 -0.508 1.241
C -1.205 0.695 1.360
C -1.666 1.879 0.572
H -0.589 0.918 2.229
H -2.368 1.588 -0.213
H -0.807 2.367 0.113
H -2.147 2.600 1.231
N 0.874 -1.781 0.252
C 1.462 -0.504 -0.085
C 1.069 -0.156 -1.523
O 1.531 -1.130 -2.422
H 1.335 -2.176 1.065
H -0.126 -1.613 0.541
H 2.550 -0.571 -0.014
H 1.073 0.310 0.582
H -0.029 -0.065 -1.582
H 1.512 0.796 -1.826
H 1.353 -1.983 -2.003
*
```



2 | Molecular formula: C4H12N2O
Method: DFT, ωB97M-V with the def2-TZVPD basis set

molecular weight: 104.153 g mol⁻¹
LUMO: 0.6 eV

The geometry in ORCA input format:
```
! wB97M-V def2-TZVPD RIJCOSX def2/J DEFGRID3
* xyz 0 1
C 1.807 0.427 1.042
C 0.807 -0.736 1.089
C 1.163 -2.041 1.122
N -0.563 -0.371 0.991
H 2.746 -0.086 1.305
H 1.815 0.907 0.033
H 1.547 1.218 1.791
H 0.695 -2.942 0.690
H 2.052 -2.167 1.707
H -0.745 0.310 1.713
H -1.139 -1.197 1.100
H -0.919 0.142 -0.177
N -1.946 0.433 -1.187
C -0.747 1.156 -2.026
O 0.138 1.493 -1.082
H -2.580 1.189 -0.821
H -2.427 -0.113 -1.904
H -0.417 0.388 -2.826
H -1.285 1.991 -2.559
*
```



3 | Molecular formula: C4H12N2O
Method: DFT, ωB97M-V with the def2-TZVPD basis set

SMILES string: [H]/N=C\[C@H](C)O.CN
molecular weight: 104.153 g mol⁻¹
LUMO: 0.6 eV

The geometry in ORCA input format:
```
! wB97M-V def2-TZVPD RIJCOSX def2/J DEFGRID3
* xyz 0 1
H 1.142 1.407 0.849
N 0.151 1.584 0.684
C -0.583 0.508 0.822
C -0.125 -0.792 1.466
C 1.279 -1.217 1.041
O -1.082 -1.818 1.234
H -1.652 0.683 0.953
H -0.145 -0.647 2.554
H 1.503 -2.197 1.459
H 1.351 -1.284 -0.046
H 2.034 -0.517 1.398
H -1.091 -2.020 0.290
C -0.493 0.393 -2.018
N 0.032 1.688 -1.945
H 0.296 -0.356 -2.110
H -1.248 0.237 -2.788
H -0.891 0.111 -0.884
H -0.697 2.363 -2.162
H 0.218 1.877 -0.796
*
```



Which of them is the most stable? Correct choice: 1.



1 | Molecular formula: C4H12N2O
Method: DFT, ωB97M-V with the def2-TZVPD basis set

SMILES string: N/C=C/CCN.O
molecular weight: 104.153 g mol⁻¹
LUMO: 1.0 eV

The geometry in ORCA input format:
```
! wB97M-V def2-TZVPD RIJCOSX def2/J DEFGRID3
* xyz 0 1
N -0.463 -3.052 -0.630
C -0.859 -1.701 -0.849
C -0.748 -0.872 0.198
C -1.483 0.430 0.187
C -0.668 1.600 0.692
N 0.404 1.851 -0.312
H 0.240 -3.402 -1.267
H -0.219 -3.223 0.336
H -0.791 -1.301 -1.856
H 0.028 -0.854 0.984
H -2.120 0.191 1.081
H -2.092 0.630 -0.702
H -0.210 1.378 1.702
H -1.290 2.508 0.719
H 0.499 0.986 -0.858
H -0.035 2.457 -1.009
O 3.326 0.394 0.714
H 2.711 0.733 0.039
H 3.770 1.248 0.831
*
```



2 | Molecular formula: C4H12N2O
Method: DFT, ωB97M-V with the def2-TZVPD basis set

SMILES string: CC(N)=O.CCN
molecular weight: 104.153 g mol⁻¹
LUMO: 0.9 eV

The geometry in ORCA input format:
```
! wB97M-V def2-TZVPD RIJCOSX def2/J DEFGRID3
* xyz 0 1
C -2.233 -0.941 -0.018
C -1.459 0.326 0.338
N -0.759 0.140 1.611
O -1.860 1.478 0.083
H -2.374 -0.958 -1.097
H -1.692 -1.851 0.248
H -3.188 -0.941 0.505
H -1.227 -0.443 2.294
H -0.510 1.024 2.038
C 2.521 0.627 -0.250
C 1.471 -0.453 -0.303
N 0.007 0.206 -1.109
H 2.631 1.122 -1.213
H 3.482 0.177 0.014
H 2.247 1.385 0.482
H 1.369 -1.007 0.623
H 1.658 -1.179 -1.089
H 0.006 1.223 -1.047
H -0.090 0.067 -2.111
*
```



Which of them is the most stable? Correct choice: 2.



1 | Molecular formula: C4H10N2O
Method: DFT, ωB97M-V with the def2-TZVPD basis set

⟨S²⟩: 0.76
molecular weight: 102.137 g mol⁻¹
LUMO (alpha / beta): -3.5 / -8.1 eV

The geometry in ORCA input format:
```
! wB97M-V def2-TZVPD RIJCOSX def2/J DEFGRID3
* xyz 1 2
N 1.313 -1.848 -0.103
C 1.539 -0.549 0.448
C 0.776 0.480 -0.500
N -0.094 1.370 0.194
C -1.543 1.198 -0.023
C -1.923 -0.254 0.218
O -2.551 -0.893 -0.576
H 0.346 -2.090 -0.303
H 1.873 -2.058 -0.917
H 2.560 -0.185 0.514
H 1.227 -0.527 1.494
H 0.246 0.093 -1.370
H 1.621 1.036 -0.934
H 0.066 1.455 1.194
H -2.099 1.946 0.550
H -1.750 1.547 -1.037
H -1.607 -0.721 1.151
*
```



2 | Molecular formula: C4H10N2O
Method: DFT, ωB97M-V with the def2-TZVPD basis set

⟨S²⟩: 0.76
molecular weight: 102.137 g mol⁻¹
LUMO (alpha / beta): -3.6 / -8.8 eV

The geometry in ORCA input format:
```
! wB97M-V def2-TZVPD RIJCOSX def2/J DEFGRID3
* xyz 1 2
C 1.594 0.445 -0.016
C 0.297 0.890 -0.695
C -0.765 -0.201 -0.569
C -1.365 -0.132 0.825
N -2.594 -0.513 1.054
O -0.675 0.263 1.799
N 2.028 -0.836 -0.559
H 1.403 0.303 1.072
H 2.346 1.243 -0.038
H -0.073 1.739 -0.130
H 0.539 1.200 -1.701
H -1.554 -0.075 -1.308
H -0.352 -1.207 -0.507
H -2.931 -0.459 2.005
H -3.161 -0.857 0.296
H 2.420 -0.639 -1.479
H 2.842 -1.164 -0.049
*
```



Which of them is the most stable? Correct choice: 2.



1 | Molecular formula: C4H17N2O2
Method: DFT, ωB97M-V with the def2-TZVPD basis set

molecular weight: 125.192 g mol⁻¹
LUMO: -5.8 eV

The geometry in ORCA input format:
```
! wB97M-V def2-TZVPD RIJCOSX def2/J DEFGRID3
* xyz 1 1
C -0.316 0.110 0.254
C -0.408 1.569 -0.254
C 0.989 2.000 -0.640
C 1.739 2.577 0.554
N 1.174 3.890 0.919
N -1.777 -0.635 0.040
H 2.121 0.360 -1.163
H -0.436 0.123 1.384
H -0.795 2.283 0.557
H -1.100 1.700 -1.135
H 1.549 1.048 -0.868
H 1.049 2.653 -1.510
H 2.852 2.633 0.328
H 1.608 1.948 1.407
H 1.469 4.143 1.867
H 1.501 4.632 0.315
H -2.538 -0.161 0.445
H -1.787 -1.559 0.469
H -1.970 -0.792 -0.970
H -0.891 -4.042 -0.583
H -0.084 -2.890 -1.314
O -0.876 -3.062 -0.807
H -1.723 -6.499 -0.042
H -0.345 -6.238 0.686
O -1.005 -5.790 0.062
*
```



2 | Molecular formula: C4H17N2O2
Method: DFT, ωB97M-V with the def2-TZVPD basis set

molecular weight: 125.192 g mol⁻¹
LUMO: -2.8 eV

The geometry in ORCA input format:
```
! wB97M-V def2-TZVPD RIJCOSX def2/J DEFGRID3
* xyz 1 1
C 2.420 -1.248 -0.123
C 0.935 -1.396 0.213
C 0.278 -0.015 0.147
C -1.135 -0.151 0.515
N -1.881 -0.283 -0.913
N 0.019 -2.218 -0.774
H 2.694 -1.512 -1.133
H 2.951 -0.308 -0.048
H 2.962 -1.693 0.784
H 0.811 -1.836 1.256
H 0.827 0.626 0.802
H 0.369 0.334 -0.913
H -1.561 0.750 1.032
H -1.499 -0.937 1.029
H -2.023 0.699 -1.330
H -1.192 -1.006 -1.396
H -2.789 -0.771 -0.817
H 0.769 -2.757 -1.239
H -0.505 -2.971 -0.277
H -0.420 3.202 -1.113
H -0.655 3.182 -2.767
O -0.776 2.684 -1.921
H -0.090 3.166 2.533
H 0.118 1.980 3.471
O -0.625 2.481 2.981
*
```



Which of them is the most stable? Correct choice: 2.



1 | Molecular formula: C3H5N3S2
Method: DFT, ωB97M-V with the def2-TZVPD basis set

SMILES string: CN1N=CNSC1=S
molecular weight: 147.228 g mol⁻¹
LUMO: 0.1 eV

The geometry in ORCA input format:
```
! wB97M-V def2-TZVPD RIJCOSX def2/J DEFGRID3
* xyz 0 1
C 1.172 2.091 0.092
N 0.181 1.018 0.048
N -1.093 1.496 -0.291
C -2.092 0.724 -0.064
N -1.985 -0.555 0.453
S -0.653 -1.489 -0.175
C 0.592 -0.266 0.019
S 2.152 -0.771 0.029
H 0.603 3.012 0.168
H 1.802 2.126 -0.812
H 1.811 1.949 0.966
H -3.088 1.138 -0.256
H -2.854 -1.080 0.531
*
```



2 | Molecular formula: C3H5N3S2
Method: DFT, ωB97M-V with the def2-TZVPD basis set

SMILES string: NN1C=NSC(=S)C1
molecular weight: 147.228 g mol⁻¹
LUMO: -0.6 eV

The geometry in ORCA input format:
```
! wB97M-V def2-TZVPD RIJCOSX def2/J DEFGRID3
* xyz 0 1
N 2.606 -1.458 -0.031
N 1.564 -0.548 -0.373
C 1.790 0.734 0.031
N 0.948 1.645 0.194
S -0.665 1.515 -0.099
C -1.007 -0.127 0.014
S -2.539 -0.892 -0.006
C 0.191 -1.043 0.267
H 3.188 -1.553 -0.826
H 3.328 -1.315 0.676
H 2.929 1.124 0.396
H -0.363 -1.936 -0.261
H 0.508 -1.144 1.281
*
```



3 | Molecular formula: C3H5N3S2
Method: DFT, ωB97M-V with the def2-TZVPD basis set

SMILES string: [H]/N=C1/NSC(C)=NS1
molecular weight: 147.228 g mol⁻¹
LUMO: 0.5 eV

The geometry in ORCA input format:
```
! wB97M-V def2-TZVPD RIJCOSX def2/J DEFGRID3
* xyz 0 1
H 3.840 -0.380 -0.242
N 3.281 0.398 0.098
C 2.023 0.205 -0.055
N 1.110 1.254 0.086
S -0.393 1.289 -0.609
C -1.062 -0.284 -0.147
C -2.532 -0.418 0.162
N -0.284 -1.297 -0.094
S 1.338 -1.414 -0.448
H 1.452 2.020 0.651
H -2.747 -1.338 0.615
H -3.111 -0.428 -0.777
H -2.914 0.394 0.759
*
```



Which of them is the most stable? Correct choice: 3.



1 | Molecular formula: C2HClO2
Method: DFT, ωB97M-V with the def2-TZVPD basis set

SMILES string: O=CC(=O)Cl
molecular weight: 92.481 g mol⁻¹
LUMO: -1.3 eV

The geometry in ORCA input format:
```
! wB97M-V def2-TZVPD RIJCOSX def2/J DEFGRID3
* xyz 0 1
O 1.222 0.745 -0.796
C 0.094 0.687 -0.361
C -0.328 -0.516 0.403
O -1.440 -0.846 0.643
Cl 0.999 -1.673 0.785
H -0.547 1.603 -0.673
*
```



2 | Molecular formula: C2HClO2
Method: DFT, ωB97M-V with the def2-TZVPD basis set

molecular weight: 92.481 g mol⁻¹
LUMO (alpha / beta): -2.2 / -2.2 eV

The geometry in ORCA input format:
```
! wB97M-V def2-TZVPD RIJCOSX def2/J DEFGRID3
* xyz 0 1
C 0.308 -0.065 -0.720
C -0.196 -0.605 0.499
O 1.445 -0.082 -1.108
O -0.680 -1.318 1.250
Cl -0.335 1.710 1.370
H -0.542 0.360 -1.291
*
```



Which of them is the most stable? Correct choice: 1.



1 | Molecular formula: C8H12N3
Method: DFT, ωB97M-V with the def2-TZVPD basis set

molecular weight: 150.205 g mol⁻¹
LUMO (alpha / beta): -4.8 / -4.8 eV

The geometry in ORCA input format:
```
! wB97M-V def2-TZVPD RIJCOSX def2/J DEFGRID3
* xyz 1 1
C -2.519 -0.510 1.055
C -1.560 0.824 -0.917
C -0.314 -1.022 0.648
C -2.382 0.324 -0.021
C -0.327 1.201 -1.607
C 0.965 0.505 -1.161
C 1.312 0.572 0.391
C 2.004 -1.776 1.040
N -1.301 -0.826 1.437
N -2.991 0.940 -1.269
N 1.054 -0.678 1.136
H -3.391 -0.816 1.586
H -0.335 0.856 -2.561
H -0.375 2.322 -1.641
H 1.057 -0.638 -1.493
H 1.872 1.081 -1.736
H 2.364 0.891 0.513
H 0.659 1.305 0.818
H 1.352 -2.675 0.986
H 2.703 -1.637 0.268
H 2.628 -1.779 1.909
H -3.388 1.823 -1.468
H 0.913 -0.285 2.087
*
```



2 | Molecular formula: C8H12N3
Method: DFT, ωB97M-V with the def2-TZVPD basis set

molecular weight: 150.205 g mol⁻¹
LUMO (alpha / beta): -5.4 / -5.5 eV

The geometry in ORCA input format:
```
! wB97M-V def2-TZVPD RIJCOSX def2/J DEFGRID3
* xyz 1 1
C -3.073 0.629 -0.685
C -3.497 -0.641 -0.297
C -1.863 1.099 -0.249
C -2.740 -1.377 0.527
C -0.909 0.434 0.670
C -1.575 -0.743 0.867
C 2.118 0.493 -1.200
C 2.924 -0.279 0.975
N 0.244 0.822 1.107
N 1.192 -1.414 -0.355
N 2.021 -0.453 -0.206
H -3.535 1.229 -1.453
H -4.352 -0.969 -0.792
H -1.548 2.050 -0.282
H -2.997 -2.388 0.546
H 3.000 0.325 -1.936
H 1.154 0.446 -1.932
H 2.186 1.616 -0.936
H 3.756 0.233 0.711
H 2.360 0.317 1.746
H 3.199 -1.188 1.590
H 0.541 1.735 1.145
H 1.393 -1.977 0.439
*
```



Which of them is the most stable? Correct choice: 1.



1 | Molecular formula: H3N3O3
Method: DFT, ωB97M-V with the def2-TZVPD basis set

molecular weight: 93.042 g mol⁻¹
LUMO (alpha / beta): -0.4 / -1.0 eV

The geometry in ORCA input format:
```
! wB97M-V def2-TZVPD RIJCOSX def2/J DEFGRID3
* xyz 0 1
N 1.484 -0.175 -0.189
N 1.340 0.469 0.958
N 0.567 -0.534 -0.857
O 0.220 -0.871 -1.929
O -2.081 0.584 -0.434
O -1.227 -0.056 0.419
H 0.334 0.561 1.188
H 1.965 0.146 1.684
H -2.603 -0.125 -0.839
*
```



2 | Molecular formula: H3N3O3
Method: DFT, ωB97M-V with the def2-TZVPD basis set

molecular weight: 93.042 g mol⁻¹
LUMO (alpha / beta): -0.4 / -0.4 eV

The geometry in ORCA input format:
```
! wB97M-V def2-TZVPD RIJCOSX def2/J DEFGRID3
* xyz 0 1
N -2.560 -0.776 -1.431
N -1.592 -0.090 -1.274
N -3.391 0.083 0.175
O -2.901 1.169 0.282
O -0.324 0.363 0.897
O -4.212 -0.540 0.758
H 0.461 0.978 0.976
H -0.858 -0.247 -2.077
H -1.147 0.876 0.924
*
```



Which of them is the most stable? Correct choice: 2.



1 | Molecular formula: CH3N4Si
Method: DFT, ωB97M-V with the def2-TZVPD basis set

molecular weight: 99.149 g mol⁻¹
LUMO: 4.3 eV

The geometry in ORCA input format:
```
! wB97M-V def2-TZVPD RIJCOSX def2/J DEFGRID3
* xyz -1 1
C -1.743 -0.065 1.135
N -0.788 2.989 -0.536
N -0.710 1.832 -0.775
N -2.602 -0.397 1.843
N -0.922 4.066 -0.246
Si -0.310 0.187 -0.007
H 0.321 -1.266 0.781
H 0.547 1.134 0.912
H -0.892 -0.289 -1.255
*
```



2 | Molecular formula: CH3N4Si
Method: DFT, ωB97M-V with the def2-TZVPD basis set

molecular weight: 99.149 g mol⁻¹
LUMO: 4.0 eV

The geometry in ORCA input format:
```
! wB97M-V def2-TZVPD RIJCOSX def2/J DEFGRID3
* xyz -1 1
C 0.558 0.189 -0.338
N -1.722 0.407 -0.889
N 0.969 0.201 -1.473
N -1.247 0.420 -1.963
N -0.172 0.328 -2.534
Si 0.459 -0.327 1.349
H 0.418 -1.820 1.671
H -0.788 0.102 1.896
H 1.525 0.501 2.282
*
```



3 | Molecular formula: CH3N4Si
Method: DFT, ωB97M-V with the def2-TZVPD basis set

molecular weight: 99.149 g mol⁻¹
LUMO: 3.7 eV

The geometry in ORCA input format:
```
! wB97M-V def2-TZVPD RIJCOSX def2/J DEFGRID3
* xyz -1 1
C -0.466 0.095 -0.105
N -1.190 -0.533 0.874
N -1.244 0.587 -1.036
N -2.420 -0.415 0.482
N -2.477 0.282 -0.639
Si 1.643 -0.016 -0.132
H 2.632 0.231 -1.170
H 1.775 -1.222 0.761
H 1.746 0.990 0.965
*
```



Which of them is the most stable? Correct choice: 3.